No. 1
Entry from the Open Molecules 2025 dataset: an isolated molecule of C10H13NO3 (wB97M-V/def2-TZVPD).

CARTESIAN COORDINATES (ANGSTROEM)
O1 3.9931 0.8843 1.8182
O2 -0.8816 1.7056 -1.0977
O3 -1.7673 0.3359 -2.4395
N1 -3.0991 -0.8813 -1.0492
C1 2.8053 0.3796 1.0355
C2 0.3265 -0.8576 0.3606
C3 2.5545 0.3080 -0.1419
C4 0.5693 -0.8902 1.6534
C5 -0.8569 -1.4187 -0.3916
C6 -2.4341 0.4174 0.9731
C7 -1.4177 0.6262 -1.3608
C8 1.3629 -0.4719 -0.6912
C9 -1.9478 -0.3756 -0.5861
C10 1.9074 -0.1357 2.0853
H1 -0.0385 -1.0745 2.4637
H2 4.4371 1.1084 1.0057
H3 -1.6334 0.8750 1.2563
H4 -3.3156 -1.6326 -0.5575
H5 2.1754 -0.2523 3.1066
H6 1.1144 -0.7144 -1.6523
H7 3.2209 0.6851 -0.7803
H8 -1.3758 -2.1664 0.5126
H9 -0.7366 -1.8236 -1.3024
H10 -3.3421 0.9884 0.8101
H11 -2.2460 -0.5059 -2.5518
H12 -2.7109 -0.4024 1.6346
H13 -3.9413 -0.4860 -0.9985

Cartesian forces (eV/Å) of the 2 atoms listed first:
-2.4 -0.7 -3.4
0.1 -1.4 0.4

Calculated values
2S+1: 1
Total charge: 0
SMILES string: C[C@](N)(Cc1ccc(O)cc1)C(=O)O
Energy above the lowest of the compared OMol25 structures with the same formula, charge and spin: 857.48 kJ/mol
E_HOMO: -8.240 eV


No. 2
Entry from the Open Molecules 2025 dataset: a structure of composition C27H27CrN5O9P2S2 (wB97M-V/def2-TZVPD).

CARTESIAN COORDINATES (ANGSTROEM)
Cr1 0.5633 -0.9677 0.8830
S1 -3.6191 -2.5766 0.7487
S2 0.0389 -0.8933 -2.4357
P1 3.3702 -0.7631 2.0920
P2 1.0906 -0.0985 3.7287
O1 0.5421 -1.2502 2.8824
O2 -0.5825 -2.1582 -2.1506
O3 -0.6625 0.0450 -3.2709
O4 3.3509 -2.1579 2.8809
O5 1.1357 -0.1983 5.1922
O6 4.7314 -0.2632 1.9131
O7 2.4903 -0.9491 0.8455
O8 0.2295 1.2117 3.3054
O9 2.5307 0.2363 3.0783
N1 -1.4827 -1.1647 0.8889
N2 5.4346 -1.8221 -4.7280
N3 0.9784 1.3151 0.4583
N4 1.3913 1.7604 -1.8460
N5 0.3990 -0.2437 -0.9878
C1 0.4094 -2.9546 0.7083
C2 -1.2084 -4.8072 0.6608
C3 -0.1745 -5.7203 0.5701
C4 1.1406 -5.2623 0.5533
C5 -4.1396 3.9923 2.1898
C6 -3.4025 3.4510 0.9575
C7 -0.9056 -3.4500 0.7303
C8 2.0545 3.3193 -0.1548
C9 2.5089 -2.0317 -2.4970
C10 -4.9271 -0.0541 0.8170
C11 -4.7709 1.3161 0.8674
C12 1.4273 -3.9047 0.6250
C13 -2.3802 1.1255 0.9555
C14 0.9358 0.9934 -0.8557
C15 3.7728 -2.2336 -3.0137
C16 -1.8956 -2.4011 0.8045
C17 4.1647 -1.5932 -4.1917
C18 -4.0405 4.0235 -0.3163
C19 1.9340 2.9131 -1.4732
C20 -3.7852 -0.8474 0.8273
C21 -1.9483 3.9212 1.0180
C22 -2.5238 -0.2588 0.8993
C23 1.9986 -0.5425 -4.3175
C24 3.2618 -0.7535 -4.8430
C25 1.5519 2.4515 0.8035
C26 1.6227 -1.1879 -3.1536
C27 -3.5044 1.9279 0.9305
H1 -5.0986 3.7674 -0.3863
H2 -3.6999 3.5944 3.1061
H3 -5.9139 -0.4953 0.7638
H4 5.7792 -1.0761 -5.3111
H5 -5.1961 3.7209 2.1779
H6 -0.3842 -6.7807 0.5111
H7 4.4716 -2.8780 -2.4935
H8 -3.9562 5.1129 -0.3221
H9 -1.3835 3.5955 0.1420
H10 2.4414 -2.4871 2.9599
H11 3.5610 -0.2520 -5.7564
H12 1.9519 -5.9782 0.4847
H13 -1.3803 1.5287 1.0220
H14 -1.4392 3.5449 1.9076
H15 2.4625 -3.5796 0.6161
H16 2.5261 4.2522 0.1143
H17 -2.2394 -5.1451 0.6722
H18 -1.9204 5.0124 1.0485
H19 2.3100 3.5377 -2.2781
H20 1.2999 0.1335 -4.7909
H21 0.0352 1.6926 4.1193
H22 6.1221 -2.1092 -4.0492
H23 -5.6597 1.9344 0.8525
H24 -4.0722 5.0825 2.2208
H25 1.6032 2.6570 1.8658
H26 2.2123 -2.5136 -1.5731
H27 -3.5394 3.6340 -1.2037

Cartesian forces (eV/Å) of the 2 atoms listed first:
0.5 0.0 -0.2
0.0 0.0 0.0

Calculated values
2S+1: 2
Total charge: -1
E_HOMO (alpha / beta): -5.872 / -5.494 eV


No. 3
Entry from the Open Molecules 2025 dataset: a structure of composition C32H47N2O9P4Ru (wB97M-V/def2-TZVPD).

CARTESIAN COORDINATES (ANGSTROEM)
Ru1 -0.5809 -0.1323 -0.1550
P1 -2.5139 -3.1746 0.7359
P2 -2.9559 -0.4941 2.0532
P3 1.6972 -1.0198 0.6024
P4 -0.8482 -0.6265 -2.6861
O1 -3.8244 -3.4290 -0.1292
O2 -1.4628 -0.2284 2.0436
O3 -3.4749 -0.3973 0.4950
O4 0.4004 3.3327 2.2280
O5 0.6354 1.5932 0.8373
O6 -1.8927 -2.6826 3.1710
O7 -2.1808 -4.6435 1.2305
O8 -1.4327 -2.5110 -0.0343
O9 -3.9318 0.2234 2.8927
N1 -1.7156 2.0520 -0.2760
N2 1.1278 0.8942 -1.6395
C1 -3.6172 -0.6386 -3.0134
C2 2.8964 0.0722 -0.2696
C3 2.0411 -2.7113 -0.0898
C4 0.2140 -3.1271 -3.2651
C5 -1.0229 3.1832 -4.3457
C6 -2.3398 -1.3054 -3.5265
C7 5.1532 0.8724 -0.6737
C8 -0.5386 1.0728 -3.2795
C9 -0.0220 3.8035 -3.6111
C10 2.4458 0.9033 -1.3468
C11 3.3906 1.6402 -2.0985
C12 1.5690 -3.7847 0.8956
C13 -4.2761 -2.8518 2.8605
C14 1.1507 -1.2241 -4.6653
C15 -2.3402 -1.4018 -5.0537
C16 -3.7630 3.2670 -0.4670
C17 -1.3738 2.8208 0.7563
C18 2.1469 -1.0975 2.3897
C19 1.8010 0.1845 3.1471
C20 4.2450 0.0925 0.0381
C21 -3.4183 4.0396 0.6369
C22 0.5671 -1.6380 -3.3194
C23 -2.8819 2.2884 -0.8816
C24 0.7534 3.0691 -2.7276
C25 0.0032 2.5745 1.3534
C26 3.4267 -3.0209 -0.6437
C27 -1.2792 1.8261 -4.1784
C28 3.5434 -1.5873 2.7866
C29 -2.2007 3.8222 1.2482
C30 0.5083 1.7054 -2.5767
C31 4.7250 1.6307 -1.7576
C32 -2.9733 -2.3280 2.2813
H1 -5.1005 -2.6921 2.1669
H2 -3.7533 0.3557 -3.4436
H3 -3.6178 -0.5310 -1.9270
H4 1.1269 -3.7226 -3.3380
H5 2.0678 0.0475 4.1984
H6 4.2419 -0.7517 2.8490
H7 -1.2481 -1.9553 3.0835
H8 -4.6959 3.4165 -0.9931
H9 1.9983 -1.8677 -4.9131
H10 2.2437 -3.8806 1.7464
H11 0.5659 -3.5740 1.2665
H12 1.4982 3.5501 -2.1084
H13 5.4356 2.2036 -2.3380
H14 -1.7796 -4.5801 2.1154
H15 1.4238 -1.8565 2.7166
H16 -4.4933 -2.3121 3.7805
H17 -4.2023 -3.9195 3.0726
H18 2.3530 1.0430 2.7639
H19 -1.5866 -2.0937 -5.4240
H20 1.3378 -2.7433 -0.9232
H21 -3.9009 -2.7586 -0.8213
H22 3.4230 -4.0155 -1.0969
H23 1.3355 -1.4619 -2.5636
H24 0.4248 -1.3075 -5.4745
H25 1.5092 -0.1942 -4.6494
H26 3.4967 -2.0234 3.7868
H27 -0.2862 -3.3992 -2.3329
H28 -3.3113 -1.7663 -5.3974
H29 3.9628 -2.3387 2.1199
H30 -1.8564 4.3929 2.0981
H31 4.1990 -3.0212 0.1268
H32 -4.4863 -1.2320 -3.3068
H33 -2.0875 1.3740 -4.7360
H34 -1.6233 3.7602 -5.0365
H35 -0.4318 -3.4234 -4.0930
H36 3.0593 2.1972 -2.9631
H37 -2.3398 -2.3306 -3.1338
H38 4.6174 -0.5268 0.8392
H39 1.5321 -4.7537 0.3928
H40 -3.1138 1.6584 -1.7314
H41 -4.2113 0.2316 0.4914
H42 0.7456 0.4301 3.0770
H43 3.7326 -2.3080 -1.4108
H44 -2.1633 -0.4416 -5.5369
H45 6.1992 0.8618 -0.3975
H46 -4.0922 4.8012 1.0073
H47 0.1467 4.8673 -3.7136

Cartesian forces (eV/Å) of the 2 atoms listed first:
0.1 0.4 0.4
-0.1 0.2 0.1

Calculated values
2S+1: 6
Total charge: 0
Energy above the lowest of the compared OMol25 structures with the same formula, charge and spin: 1.21 kJ/mol
E_HOMO (alpha / beta): -6.963 / -7.891 eV


No. 4
Entry from the Open Molecules 2025 dataset: a structure of composition C36H44N6O4P3Sr (wB97M-V/def2-TZVPD).

CARTESIAN COORDINATES (ANGSTROEM)
Sr1 -0.0757 0.5262 0.3600
P1 2.5970 0.6578 2.7365
P2 -0.6635 3.8352 -0.0134
P3 -2.0803 -0.4990 -2.0326
O1 1.5885 1.2585 1.7955
O2 2.6166 -0.8229 2.9731
O3 -1.3603 1.5606 2.1143
O4 -0.4730 2.9579 3.6038
N1 0.7485 -2.6736 1.0820
N2 4.7361 -0.3480 1.5241
N3 1.1332 1.1697 4.8923
N4 1.8548 0.3849 -1.2924
N5 1.0682 -1.7260 0.3377
N6 -1.3627 -1.5094 1.4119
C1 4.4697 -2.8607 -0.6214
C2 1.2979 2.1204 -2.8399
C3 -0.5356 -2.5001 1.7353
C4 -1.1160 2.6952 2.4994
C5 4.2674 0.9953 2.0009
C6 1.6361 4.6318 1.3151
C7 1.1027 5.9179 -0.6425
C8 -1.4919 3.8919 1.6724
C9 3.1049 6.3956 0.6010
C10 0.7801 4.9023 0.2479
C11 -2.2133 4.2659 -2.2243
C12 -2.9033 -2.3570 3.0359
C13 3.3811 2.2963 -1.6818
C14 -2.5209 -1.4443 2.0668
C15 2.7092 4.0335 -3.2076
C16 -1.8006 4.8168 -1.0150
C17 2.4552 1.4844 4.3435
C18 -2.2727 6.0755 -0.6407
C19 2.3430 -1.7586 -0.2811
C20 4.0197 -0.7100 -1.6644
C21 3.2108 -2.8253 -0.0604
C22 -2.0296 -3.3854 3.3593
C23 2.2184 1.5674 -1.9482
C24 -3.5681 6.1971 -2.6596
C25 -3.7187 0.2496 -2.3499
C26 -2.5557 -2.2397 -1.7331
C27 2.7884 5.3774 1.4926
C28 -3.1563 6.7595 -1.4576
C29 -1.4042 -0.6194 -3.7236
C30 3.6228 3.5095 -2.3044
C31 2.7019 -0.6203 -1.0905
C32 1.5383 3.3327 -3.4636
C33 -0.8178 -3.4606 2.6974
C34 2.2598 6.6617 -0.4644
C35 4.8419 -1.7911 -1.4493
C36 -3.0961 4.9541 -3.0478
H1 2.8655 -3.6306 0.5725
H2 -1.9398 6.5248 0.2879
H3 5.8061 -1.8102 -1.9451
H4 -1.6646 -2.8588 -1.6277
H5 -4.3025 0.2783 -1.4299
H6 -1.8357 3.2953 -2.5261
H7 2.9021 4.9780 -3.6967
H8 -1.2133 0.3727 -4.1319
H9 -3.1258 -2.3222 -0.8084
H10 0.3847 1.5736 -3.0394
H11 4.1045 1.9113 -0.9752
H12 2.5376 2.5680 4.2247
H13 4.6021 -0.4669 0.5020
H14 4.3397 0.0700 -2.3396
H15 4.0024 6.9827 0.7399
H16 -2.2839 -4.1196 4.1123
H17 4.2014 1.6575 1.1415
H18 4.1194 -1.0549 2.0095
H19 1.4105 3.8292 2.0072
H20 -3.1685 -0.6157 1.8049
H21 4.5305 4.0542 -2.0789
H22 0.9984 0.1614 4.8912
H23 -1.3042 4.8267 2.1994
H24 -0.0903 -4.2335 2.8938
H25 -4.2572 6.7360 -3.2965
H26 4.9889 1.3925 2.7136
H27 -3.1576 -2.6311 -2.5554
H28 3.2818 1.1375 4.9760
H29 -2.5581 3.7955 1.4559
H30 -0.4519 -1.1503 -3.7057
H31 5.1270 -3.7008 -0.4605
H32 0.8091 3.7292 -4.1585
H33 5.7112 -0.5340 1.7456
H34 -3.8619 -2.2559 3.5230
H35 2.4958 7.4541 -1.1617
H36 -3.5199 7.7327 -1.1586
H37 -3.4090 4.5166 -3.9856
H38 -4.2832 -0.3083 -3.0995
H39 1.0969 1.4677 5.8625
H40 -0.0617 2.1366 4.0169
H41 0.4531 6.1401 -1.4810
H42 -3.6043 1.2773 -2.6953
H43 3.4368 5.1707 2.3340
H44 -2.0895 -1.1435 -4.3932

Cartesian forces (eV/Å) of the 2 atoms listed first:
-0.6 0.3 -1.2
-0.3 0.0 -0.2

Calculated values
2S+1: 1
Total charge: +1
Energy above the lowest of the compared OMol25 structures with the same formula, charge and spin: 0.00 kJ/mol
E_HOMO: -9.020 eV


Maximum force for the records above, in order: 18.45; 0.51; 0.56; 1.40 eV/A
DFT total energy for the records above, in order: -669.0274; -4520.0728; -3494.7821; -3082.5421 Eh